# 1
Density functional theory data (ωB97M-V with the def2-TZVPD basis set) for a structure of composition C6H6 in a non-equilibrium geometry.

XYZ file:
```
12
Properties=species:S:1:pos:R:3:mulliken_charge:R:1
C 1.20133 -0.77563 0.27618 -0.332
C -0.04943 -0.14558 0.03470 -0.363
C -1.11610 -0.87977 -0.73316 -1.063
C -0.13525 1.19070 0.18402 0.179
C 2.27003 -1.33105 0.35350 0.160
C -0.39041 2.34541 0.65943 -0.554
H -1.25614 -1.90111 -0.36848 0.322
H -0.61058 1.18418 1.37083 0.346
H -0.27130 3.39413 0.32717 0.288
H 3.22683 -1.79899 0.37031 0.414
H -0.79545 -0.93185 -1.77814 0.276
H -2.07352 -0.35045 -0.69636 0.327
```

E in eV: -6312.2699
Energy above the lowest of the compared OMol25 structures with the same formula, charge and spin in kcal per mole: 159.8
LUMO in eV: 0.77
Max |F| in eV/A: 3.03
HOMO energy in hartree: -0.281
HOMO-LUMO gap in eV: 8.4
Net charge: 0

***

# 2
Density functional theory data (ωB97M-V with the def2-TZVPD basis set) for an isolated molecule of C7H7N in a non-equilibrium geometry.

XYZ file:
```
15
Properties=species:S:1:pos:R:3:mulliken_charge:R:1
N -0.83522 1.93489 -2.47519 -0.552
C 1.40365 0.07112 3.19657 -1.084
C -1.11863 0.70962 -2.73893 -0.133
C 0.79621 -0.38020 1.91686 0.286
C -0.06182 -0.70154 -0.49207 -0.392
C -0.91682 -0.38620 -1.85949 -0.060
C -0.61538 -1.76607 -1.53484 -0.317
C 0.22987 -0.42021 0.80980 0.499
H 2.15233 0.85233 3.08138 0.263
H -1.49426 -2.41700 -1.33900 0.228
H 0.63936 0.39479 3.97902 0.256
H 0.15231 -2.27531 -2.13646 0.197
H -1.42210 0.33206 -3.76693 0.273
H 2.00643 -0.74152 3.76196 0.278
H -0.71751 2.66018 -3.28853 0.259
```

E in eV: -8855.1568
Energy above the lowest of the compared OMol25 structures with the same formula, charge and spin in kcal per mole: 149.1
LUMO (alpha / beta) in eV: -0.71 / -0.48
Max |F| in eV/A: 7.39
HOMO energy (alpha / beta) in hartree: -0.288 / -0.306
SMILES: [H]/N=C/C1=C(C#CC)C1
HOMO-LUMO gap (alpha / beta) in eV: 7.1 / 7.9
Net charge: 0

***

> What is the formula in the first record?

C6H6

***

> Look up the E of the first one.

-6312.2699 eV